No. 1
Density functional theory data (ωB97M-V/def2-TZVPD) for a molecular structure, C20H28BClCoF4N2O2 at a distorted geometry.

Each line ends with the Löwdin spin population.
Positions of all 59 atoms, in Å:
H  0.739  4.435  -0.260  0.000
C  3.018  -0.441  1.686  0.025
C  -2.641  -0.641  -1.541  0.005
C  2.478  0.928  1.424  0.024
F  -2.010  2.151  3.203  0.001
H  4.111  -0.380  1.755  0.000
C  0.767  -2.846  -0.222  0.109
B  -2.641  1.908  1.993  0.003
C  0.941  -3.894  -2.517  0.010
H  -2.320  1.328  -0.798  0.000
H  2.626  3.919  2.178  0.000
C  1.510  -3.087  -1.384  0.085
H  5.038  -1.275  -1.724  0.003
H  -3.204  -0.511  -3.617  0.001
C  -2.294  -0.447  -3.014  0.004
C  0.258  3.063  2.093  0.001
H  3.337  -2.653  -2.434  0.029
H  -3.576  0.444  0.035  0.000
C  4.578  -0.889  -0.812  0.006
H  -4.296  -1.643  -0.497  0.000
H  -3.885  1.125  -1.579  0.000
H  -1.843  0.535  -3.151  0.001
C  -1.594  -2.436  -0.633  0.019
H  -4.221  -2.055  -2.245  0.000
C  2.553  -1.384  0.616  0.134
C  0.722  3.346  -0.355  0.003
H  -0.861  -3.431  1.041  0.005
H  0.785  -1.938  1.745  0.018
H  4.390  0.182  -0.958  0.004
H  0.534  2.557  3.024  0.000
F  -3.658  0.974  1.925  0.001
H  0.551  -4.861  -2.177  0.000
H  0.125  4.146  2.222  0.000
H  0.121  -3.354  -3.008  0.005
H  -1.590  -1.218  -3.344  0.002
C  1.187  2.735  0.955  0.006
C  3.293  -1.621  -0.549  0.058
C  -3.145  0.637  -0.940  0.000
C  1.318  -2.034  0.789  0.190
H  2.595  -0.740  2.658  0.009
Cl  -0.996  -0.750  2.353  0.083
O  3.232  1.963  1.832  0.008
F  -1.338  1.328  0.726  0.047
H  5.293  -0.997  0.013  -0.001
H  3.168  3.549  0.506  0.001
C  2.595  3.190  1.362  0.003
H  -0.299  3.026  -0.575  0.001
N  1.385  1.252  0.786  0.044
H  -0.706  2.709  1.807  0.000
C  -3.636  -1.801  -1.355  0.002
H  -0.758  -4.382  -0.488  0.000
C  2.764  -2.479  -1.521  0.193
H  1.715  -4.071  -3.266  0.003
O  -2.778  -2.933  -1.022  0.008
N  -1.424  -1.155  -0.839  0.034
F  -2.730  3.057  1.146  0.002
C  -0.618  -3.392  -0.032  0.015
H  1.401  3.041  -1.152  0.002
Co  0.033  -0.128  0.120  2.790

Results
- maximum force (Eh/bohr) = 0.0442
- Kohn-Sham gap (alpha / beta) (eV) = 3.25 / 7.67
- spin multiplicity = 5
- HOMO (alpha / beta) (eV) = -0.4589 / -5.0032
- total charge = -1



No. 2
Density functional theory data (ωB97M-V/def2-TZVPD) for 2 unconnected molecules or ions with the total composition C4H12S2 at a distorted geometry.

Each line ends with the Löwdin charge.
Positions of all 18 atoms, in Å:
H  0.959  1.823  0.712  0.028
H  -0.889  -1.881  -0.174  0.082
C  -1.271  -1.300  0.736  -0.215
H  -1.937  -2.112  1.234  0.100
H  -0.359  -0.887  1.243  0.053
H  -4.026  -0.687  -0.547  -0.156
C  1.707  1.123  0.744  -0.150
H  -1.212  0.703  0.201  0.064
H  2.586  1.454  1.282  0.072
H  1.329  0.273  1.239  0.019
H  2.754  -1.037  -2.593  -0.144
C  1.951  0.838  -0.805  -0.518
S  2.643  -0.946  -1.189  0.562
C  -2.052  -0.078  0.395  -0.638
H  0.916  1.016  -1.349  0.089
S  -3.003  -0.120  -1.213  0.639
H  -2.735  0.202  1.222  0.073
H  2.637  1.615  -1.138  0.041

Results
- maximum force (Eh/bohr) = 0.0665
- Kohn-Sham gap (eV) = 9.88
- HOMO (eV) = -9.0952



No. 3
Density functional theory data (ωB97M-V/def2-TZVPD) for 10 unconnected molecules or ions with the total composition C10H40N8O10 at a distorted geometry.

Each line ends with the Löwdin charge.
Positions of all 68 atoms, in Å:
H  3.594  -14.016  -20.266  0.071
H  5.140  -15.738  -19.342  0.086
H  7.971  -8.389  -19.538  0.083
H  9.515  -15.831  -17.819  0.094
O  8.001  -9.976  -17.998  -0.113
O  7.119  -11.816  -21.348  -0.110
H  6.764  -11.657  -12.341  0.104
H  3.783  -6.808  -16.916  0.066
H  7.746  -14.515  -17.759  0.086
H  8.356  -9.954  -20.007  0.048
C  6.371  -12.498  -20.366  -0.171
H  7.067  -14.002  -16.228  0.045
C  7.326  -11.893  -14.228  -0.645
H  3.551  -15.739  -20.691  0.085
H  8.016  -11.646  -21.060  0.054
H  5.015  -6.769  -13.377  0.096
O  7.003  -12.224  -15.384  -0.039
C  4.308  -14.708  -14.045  -0.143
C  8.462  -9.283  -19.147  -0.162
H  5.436  -12.075  -13.331  0.094
H  3.201  -7.198  -18.558  0.074
H  1.124  -11.900  -15.904  0.024
O  2.389  -8.393  -17.036  -0.126
N  4.837  -7.414  -14.117  0.170
H  5.206  -14.846  -14.648  0.069
C  3.415  -15.025  -19.873  -0.153
H  2.046  -8.121  -12.756  0.121
H  6.980  -12.853  -19.532  0.065
H  5.416  -7.655  -14.904  0.114
C  3.443  -7.608  -17.579  -0.166
H  9.327  -11.504  -14.497  0.121
N  7.575  -14.678  -16.782  0.169
O  2.590  -12.459  -17.048  -0.003
H  0.082  -12.074  -13.275  0.068
H  5.405  -11.331  -16.134  0.068
H  4.280  -13.877  -17.846  0.066
O  8.262  -15.848  -14.952  -0.002
C  8.413  -15.512  -16.130  -0.699
H  5.201  -15.552  -12.529  0.069
H  4.201  -8.380  -17.767  0.068
H  2.378  -15.028  -19.541  0.090
H  9.852  -16.784  -16.296  0.110
H  7.051  -10.088  -18.108  0.066
H  1.739  -12.380  -13.788  0.060
H  3.440  -15.089  -14.578  0.087
C  3.805  -12.255  -16.807  -0.660
N  6.409  -11.839  -13.264  0.192
O  0.426  -11.643  -15.278  -0.134
H  2.713  -8.643  -16.158  0.016
N  8.571  -11.600  -13.844  0.186
H  5.752  -13.338  -20.686  0.059
N  4.698  -13.038  -17.445  0.171
H  3.314  -7.013  -12.363  0.095
H  5.623  -11.816  -19.950  0.074
N  9.380  -16.101  -16.863  0.148
O  4.388  -15.331  -18.914  -0.143
H  9.529  -9.069  -19.109  0.080
N  2.950  -7.731  -12.958  0.171
O  3.501  -9.254  -14.551  -0.007
H  3.756  -10.695  -15.604  0.067
H  0.399  -13.445  -14.277  0.074
O  4.288  -15.440  -12.810  -0.117
H  8.643  -11.209  -12.922  0.101
C  0.696  -12.404  -14.114  -0.183
H  4.217  -13.631  -13.883  0.043
N  4.396  -11.275  -16.144  0.192
C  3.742  -8.205  -13.944  -0.631
H  5.616  -13.096  -17.038  0.047

Results
- maximum force (Eh/bohr) = 0.0560
- Kohn-Sham gap (eV) = 8.92
- HOMO (eV) = -8.9091



| no. | total energy (Ha) |
| --- | --- |
| 1 | -3306.41999 |
| 2 | -955.90657 |
| 3 | -1595.47149 |